<i>
# C36H50As2IrN3Si

C36H50As2IrN3Si as an isolated structure (ωB97M-V with the def2-TZVPD basis set, the OMol25 dataset).

## Properties
Kohn-Sham gap (alpha / beta) = 6.268 / 7.144 eV
<S²> = 0.754
total charge = +3
HOMO energy (alpha / beta) = -15.7708 / -16.6468 eV
2S+1 = 2

Atoms and positions in Å:
Ir (0.46, -0.11, -0.29)
C (1.04, 2.67, -1.45)
C (1.99, 2.28, -0.35)
N (1.27, 1.44, 0.66)
C (0.28, 2.20, 1.51)
C (-1.09, 2.27, 0.87)
N (-1.38, 0.97, 0.19)
C (-2.10, 1.10, -1.10)
C (-1.18, 1.72, -2.15)
N (0.26, 1.46, -1.85)
H (0.36, 3.46, -1.15)
H (1.63, 3.07, -2.28)
H (2.79, 1.66, -0.74)
H (2.44, 3.15, 0.13)
H (1.97, 1.09, 1.30)
H (0.21, 1.66, 2.45)
H (0.68, 3.19, 1.73)
H (-1.83, 2.48, 1.65)
H (-1.18, 3.08, 0.15)
H (-1.96, 0.41, 0.81)
H (-2.39, 0.10, -1.41)
H (-3.02, 1.68, -0.99)
H (-1.43, 1.30, -3.12)
H (-1.34, 2.80, -2.24)
H (0.70, 1.08, -2.69)
C (3.94, -1.63, -0.65)
C (3.90, -1.55, 0.83)
As (0.36, -1.97, 1.35)
C (1.71, -3.18, 1.96)
C (2.02, -4.28, 1.16)
C (3.01, -5.17, 1.57)
C (3.69, -4.94, 2.76)
C (3.37, -3.85, 3.55)
C (2.39, -2.95, 3.15)
C (-1.19, -3.02, 0.96)
C (-1.28, -4.34, 1.40)
C (-2.43, -5.08, 1.14)
C (-3.48, -4.51, 0.44)
C (-3.39, -3.20, -0.02)
C (-2.24, -2.47, 0.23)
As (2.32, -1.01, -1.57)
C (1.26, -2.49, -2.11)
C (-0.09, -2.19, -2.35)
C (-0.97, -3.17, -2.75)
C (-0.51, -4.47, -2.93)
C (0.83, -4.77, -2.70)
C (1.72, -3.79, -2.29)
C (2.99, -0.20, -3.17)
C (3.99, 0.78, -3.07)
C (4.56, 1.28, -4.23)
C (4.13, 0.82, -5.47)
C (3.13, -0.13, -5.56)
C (2.54, -0.64, -4.41)
H (4.14, -2.63, -1.01)
H (4.71, -0.97, -1.05)
H (3.86, -0.57, 1.30)
H (4.31, -2.35, 1.42)
H (1.49, -4.47, 0.24)
H (3.25, -6.03, 0.97)
H (4.47, -5.63, 3.08)
H (3.89, -3.68, 4.49)
H (2.17, -2.10, 3.78)
H (-0.47, -4.79, 1.96)
H (-2.50, -6.10, 1.49)
H (-4.38, -5.09, 0.24)
H (-4.21, -2.77, -0.58)
H (-2.17, -1.46, -0.14)
H (-0.44, -1.15, -2.25)
H (-2.01, -2.93, -2.95)
H (-1.19, -5.24, -3.25)
H (1.18, -5.79, -2.85)
H (2.76, -4.04, -2.13)
H (4.33, 1.15, -2.11)
H (5.34, 2.03, -4.17)
H (4.59, 1.21, -6.37)
H (2.80, -0.49, -6.53)
H (1.76, -1.39, -4.48)
C (-0.10, -2.12, 5.76)
Si (-1.21, -1.48, 4.44)
C (-2.48, -2.74, 3.97)
C (-2.03, 0.15, 4.83)
C (-0.08, -0.94, 2.95)
H (-0.69, -2.40, 6.64)
H (0.63, -1.38, 6.10)
H (0.43, -3.01, 5.43)
H (-3.25, -2.77, 4.75)
H (-2.05, -3.74, 3.90)
H (-3.00, -2.52, 3.02)
H (-2.65, 0.07, 5.73)
H (-2.70, 0.45, 4.02)
H (-1.31, 0.95, 5.02)
H (0.88, -0.65, 3.38)
H (-0.55, -0.04, 2.57)

---

<ii>
# C36H50As2IrN3Si

C36H50As2IrN3Si as an isolated structure (ωB97M-V with the def2-TZVPD basis set, the OMol25 dataset).

## Properties
Kohn-Sham gap (alpha / beta) = 6.511 / 5.276 eV
<S²> = 0.971
total charge = +3
HOMO energy (alpha / beta) = -16.1587 / -16.3234 eV
2S+1 = 2

Atoms and positions in Å:
Ir (0.47, -0.78, -1.29)
C (2.41, -2.93, -0.38)
C (1.42, -3.79, -1.16)
N (0.49, -2.96, -1.98)
C (0.73, -3.04, -3.44)
C (0.62, -1.68, -4.06)
N (1.23, -0.61, -3.23)
C (2.72, -0.54, -3.17)
C (3.32, -1.57, -2.26)
N (2.55, -1.60, -1.00)
H (3.38, -3.43, -0.30)
H (2.03, -2.79, 0.61)
H (0.85, -4.38, -0.45)
H (1.94, -4.49, -1.81)
H (-0.46, -3.23, -1.79)
H (-0.01, -3.67, -3.92)
H (1.70, -3.50, -3.62)
H (-0.42, -1.42, -4.17)
H (1.07, -1.69, -5.05)
H (0.90, 0.27, -3.62)
H (2.96, 0.46, -2.81)
H (3.14, -0.64, -4.18)
H (4.37, -1.32, -2.09)
H (3.31, -2.56, -2.71)
H (3.02, -1.00, -0.32)
C (0.35, 0.63, 3.21)
C (-0.76, 1.61, 2.93)
As (-0.69, 1.89, 1.00)
C (-1.85, 3.37, 0.67)
C (-1.36, 4.61, 0.25)
C (-2.24, 5.67, 0.16)
C (-3.60, 5.49, 0.43)
C (-4.08, 4.25, 0.83)
C (-3.21, 3.18, 0.94)
C (1.11, 2.54, 0.78)
C (1.60, 3.58, 1.57)
C (2.89, 4.06, 1.37)
C (3.70, 3.49, 0.39)
C (3.23, 2.44, -0.39)
C (1.94, 1.97, -0.18)
As (0.18, -0.82, 1.89)
C (1.43, -2.10, 2.58)
C (1.00, -3.29, 3.17)
C (1.91, -4.07, 3.87)
C (3.25, -3.68, 3.94)
C (3.68, -2.52, 3.31)
C (2.77, -1.73, 2.62)
C (-1.56, -1.53, 2.31)
C (-1.96, -1.68, 3.64)
C (-3.20, -2.24, 3.93)
C (-4.05, -2.63, 2.90)
C (-3.66, -2.48, 1.57)
C (-2.41, -1.93, 1.29)
H (0.29, 0.14, 4.19)
H (1.32, 1.09, 3.14)
H (-0.63, 2.59, 3.38)
H (-1.73, 1.23, 3.24)
H (-0.31, 4.75, 0.02)
H (-1.87, 6.65, -0.12)
H (-4.28, 6.32, 0.31)
H (-5.13, 4.12, 1.04)
H (-3.59, 2.21, 1.24)
H (0.98, 4.05, 2.33)
H (3.26, 4.88, 1.97)
H (4.71, 3.87, 0.23)
H (3.87, 2.00, -1.14)
H (1.54, 1.15, -0.78)
H (-0.04, -3.60, 3.10)
H (1.58, -4.97, 4.36)
H (3.95, -4.30, 4.47)
H (4.72, -2.23, 3.35)
H (3.11, -0.82, 2.12)
H (-1.32, -1.39, 4.46)
H (-3.51, -2.37, 4.96)
H (-5.02, -3.06, 3.13)
H (-4.32, -2.78, 0.77)
H (-2.10, -1.82, 0.26)
C (-3.69, 1.44, -2.09)
Si (-1.98, 1.04, -2.64)
C (-1.96, 0.41, -4.39)
C (-0.79, 2.46, -2.43)
C (-1.50, -0.46, -1.46)
H (-4.08, 2.25, -2.72)
H (-3.72, 1.78, -1.05)
H (-4.36, 0.58, -2.20)
H (-2.56, 1.08, -5.01)
H (-2.41, -0.58, -4.47)
H (-0.96, 0.38, -4.83)
H (-1.30, 3.40, -2.62)
H (0.06, 2.40, -3.12)
H (-0.39, 2.52, -1.42)
H (-2.03, -1.33, -1.87)
H (-1.95, -0.26, -0.48)

---

Verdict on stability: <ii> comes out at the bottom.

---

<i>
# CH4N2OS

A 2-piece molecular cluster, CH4N2OS overall (ωB97M-V with the def2-TZVPD basis set, the OMol25 dataset).

## Properties
Kohn-Sham gap (alpha / beta) = 7.300 / 7.291 eV
total charge = 0
HOMO energy (alpha / beta) = -9.4923 / -9.4917 eV

Atoms and positions in Å:
C (0.73, -0.76, -1.41)
N (-0.45, -0.27, -1.48)
N (-0.63, 1.64, 2.65)
O (-0.07, 1.07, 1.65)
S (0.93, 1.72, 0.59)
H (1.11, -1.50, -2.08)
H (1.36, -0.36, -0.61)
H (-1.10, 1.00, 3.21)
H (-0.54, 0.44, -0.83)

---

<ii>
# CH4N2OS

A 2-piece molecular cluster, CH4N2OS overall (ωB97M-V with the def2-TZVPD basis set, the OMol25 dataset).

## Properties
Kohn-Sham gap (alpha / beta) = 7.326 / 6.771 eV
total charge = 0
HOMO energy (alpha / beta) = -7.4040 / -7.1187 eV

Atoms and positions in Å:
C (1.50, -0.21, 0.01)
N (1.87, 1.05, 0.14)
N (-2.17, -0.89, 0.11)
O (1.66, -1.34, -0.03)
S (-1.23, 0.63, -0.04)
H (2.79, 1.17, -0.14)
H (1.15, 1.68, -0.20)
H (-2.73, -1.11, -0.74)
H (-2.85, -0.99, 0.88)

---

<iii>
# CH4N2OS

A 2-piece molecular cluster, CH4N2OS overall (ωB97M-V with the def2-TZVPD basis set, the OMol25 dataset).

## Properties
Kohn-Sham gap = 8.919 eV
structure (SMILES) = N=C=O.NS
total charge = 0
HOMO energy = -8.5684 eV

Atoms and positions in Å:
C (-2.66, -0.05, -0.24)
N (-2.03, 0.89, -0.62)
N (1.67, 0.36, 0.41)
O (-3.51, -0.80, -0.06)
S (2.27, -0.88, -0.64)
H (-1.05, 0.94, -0.51)
H (1.58, -1.95, -0.17)
H (1.56, 0.17, 1.40)
H (2.18, 1.32, 0.43)

---

<iv>
# CH4N2OS

An isolated molecule of CH4N2OS (ωB97M-V with the def2-TZVPD basis set, the OMol25 dataset).

## Properties
Kohn-Sham gap = 9.018 eV
structure (SMILES) = O/N=C\NS
total charge = 0
HOMO energy = -8.7652 eV

Atoms and positions in Å:
C (0.07, 0.61, -0.03)
H (-2.48, -0.55, 1.24)
H (-0.49, -1.38, -0.35)
H (-0.66, 1.61, -0.13)
H (3.26, -0.01, -0.32)
N (-0.89, -0.41, -0.17)
N (1.45, 0.71, -0.05)
O (2.26, -0.59, -0.04)
S (-2.51, 0.01, -0.14)

---

Verdict on stability: <i> comes out at the bottom.

---

<i>
# H12O5S

A 6-piece molecular cluster, H12O5S overall (ωB97M-V with the def2-TZVPD basis set, the OMol25 dataset).

## Properties
Kohn-Sham gap = 9.668 eV
structure (SMILES) = O.O.O.O.O.S
total charge = 0
HOMO energy = -9.4714 eV

Atoms and positions in Å:
S (2.88, 0.75, 1.52)
H (3.28, -0.34, 0.85)
H (1.78, 0.14, 1.86)
H (-0.43, 1.54, -0.10)
H (-1.82, 1.84, -0.53)
O (-1.34, 1.40, 0.18)
H (1.04, 0.16, -2.39)
H (0.04, -0.45, -3.35)
O (0.09, 0.03, -2.50)
H (-0.21, -0.82, 3.16)
H (-0.42, 0.69, 2.92)
O (0.02, -0.09, 2.57)
H (0.53, -0.46, -0.67)
H (-0.23, -0.42, 0.81)
O (0.12, -0.91, 0.06)
H (-1.16, -0.60, -1.79)
H (-2.09, -1.50, -0.90)
O (-2.08, -0.98, -1.71)

---

<ii>
# H12O5S

A 6-piece molecular cluster, H12O5S overall (ωB97M-V with the def2-TZVPD basis set, the OMol25 dataset).

## Properties
Kohn-Sham gap = 10.158 eV
structure (SMILES) = O.O.O.O.O.S
total charge = 0
HOMO energy = -9.6925 eV

Atoms and positions in Å:
S (2.16, 0.94, -0.63)
H (2.31, 1.56, 0.55)
H (3.37, 1.35, -1.00)
H (-0.55, 0.76, -0.53)
H (-1.93, 0.09, -0.15)
O (-1.03, 0.26, 0.13)
H (-0.91, 1.65, -2.72)
H (-1.61, 2.93, -2.96)
O (-1.62, 2.19, -2.34)
H (-0.14, 0.49, 2.05)
H (1.04, 0.88, 2.89)
O (0.64, 0.10, 2.48)
H (-0.42, -3.38, -1.25)
H (-0.85, -2.27, -0.30)
O (-0.20, -2.47, -0.99)
H (-1.21, -1.23, 1.97)
H (-2.33, -2.10, 2.60)
O (-1.70, -2.05, 1.88)

---

<iii>
# H12O5S

A 6-piece molecular cluster, H12O5S overall (ωB97M-V with the def2-TZVPD basis set, the OMol25 dataset).

## Properties
Kohn-Sham gap = 9.824 eV
structure (SMILES) = O.O.O.O.O.S
total charge = 0
HOMO energy = -9.4956 eV

Atoms and positions in Å:
S (2.71, -0.91, 1.59)
H (1.70, -1.16, 0.72)
H (3.72, -0.78, 0.68)
H (-1.17, 1.27, -1.45)
H (-0.56, 2.64, -1.01)
O (-0.76, 2.08, -1.76)
H (1.18, -0.66, -1.74)
H (-0.08, -1.28, -1.38)
O (0.85, -1.24, -1.03)
H (1.11, 2.08, 1.27)
H (0.66, 0.62, 0.60)
O (0.43, 1.49, 0.94)
H (-2.31, -1.85, -2.11)
H (-2.20, -1.12, -0.70)
O (-1.85, -1.17, -1.59)
H (-1.14, 0.61, 1.77)
H (-0.91, -0.41, 2.99)
O (-1.40, -0.21, 2.20)

---

Verdict on stability: <i> comes out at the bottom.

---

<i>
# C6H16N

C6H16N as an isolated structure (ωB97M-V with the def2-TZVPD basis set, the OMol25 dataset).

## Properties
Kohn-Sham gap = 8.129 eV
total charge = +1
HOMO energy = -15.3378 eV

Atoms and positions in Å:
C (-1.73, 1.61, 0.71)
C (-1.18, 0.69, -0.32)
C (-0.05, -0.10, 0.20)
C (0.88, -0.64, -0.86)
C (1.12, -2.10, -0.78)
C (2.29, 0.11, -0.91)
N (-2.28, -0.23, -0.75)
H (-2.52, 2.30, 0.31)
H (-2.18, 1.08, 1.62)
H (-0.93, 2.23, 1.21)
H (-0.81, 1.18, -1.25)
H (0.12, 1.16, 3.86)
H (-0.21, -0.75, 1.08)
H (0.50, -0.39, -1.81)
H (0.11, -2.42, -0.44)
H (1.69, -2.49, 0.07)
H (1.40, -2.51, -1.73)
H (2.58, 0.07, 0.15)
H (3.15, -0.18, -1.53)
H (2.04, 1.29, -1.10)
H (-2.08, -0.90, -1.53)
H (0.43, 1.87, 3.75)
H (-2.35, -0.89, 0.06)

---

<ii>
# C6H16N

A 2-piece molecular cluster, C6H16N overall (ωB97M-V with the def2-TZVPD basis set, the OMol25 dataset).

## Properties
Kohn-Sham gap = 10.751 eV
total charge = +1
HOMO energy = -14.7984 eV

Atoms and positions in Å:
C (0.61, -0.19, -1.95)
C (0.20, -0.78, -0.62)
C (-1.15, -0.39, 0.00)
C (-0.85, 1.11, 0.08)
C (0.41, 1.63, 0.89)
C (0.47, 1.12, 2.33)
N (-0.17, -2.77, -0.86)
H (-0.24, 0.04, -2.60)
H (0.83, 0.86, -1.68)
H (1.47, -0.61, -2.44)
H (1.03, -0.87, 0.13)
H (-1.95, -0.56, -0.70)
H (-1.45, -0.78, 0.96)
H (-1.73, 1.60, 0.50)
H (-0.77, 1.70, -0.86)
H (1.40, 1.51, 0.40)
H (0.26, 2.69, 1.01)
H (0.69, 0.08, 2.57)
H (-0.49, 1.29, 2.78)
H (1.28, 1.68, 2.78)
H (0.82, -2.83, -1.13)
H (0.09, -2.71, 0.12)
H (-0.75, -2.81, -1.71)

---

Verdict on stability: <i> comes out at the bottom.